3 unconnected molecules or ions with the total composition C3H8N at a distorted geometry. Source: the Open Molecules 2025 dataset; level of theory: wB97M-V/def2-TZVPD.

```
12
Properties=species:S:1:pos:R:3:forces:R:3
N 2.769 -4.566 -2.653 -5.184 -1.096 -4.778
C 2.097 -3.851 -4.910 -6.801 0.921 0.290
C 0.836 -4.695 -4.939 0.342 -1.511 -1.595
C 2.958 -3.925 -3.745 2.835 0.281 -0.267
H 3.896 -3.410 -3.874 0.206 0.753 -0.024
H 1.734 -2.903 -5.562 2.715 -1.748 1.115
H 0.062 -4.674 -5.820 1.892 0.792 1.527
H 0.287 -4.523 -3.980 0.468 0.038 -0.219
H 3.375 -4.317 -1.994 3.716 1.082 3.556
H -8.938 22.240 20.858 -1.281 -1.865 0.652
H 1.129 -5.773 -4.882 -0.189 0.490 0.396
H -10.204 20.397 21.502 1.281 1.865 -0.652
```
Forces are in eV/Å.

Total charge: +1
DFT total energy (hartree): -173.17379
Energy above the lowest of the compared OMol25 structures with the same formula, charge and spin (kJ/mol): 1073.7

***

A molecular structure, C11H23BiClINO2P at a distorted geometry. Source: the Open Molecules 2025 dataset; level of theory: wB97M-V/def2-TZVPD.

```
41
Properties=species:S:1:pos:R:3:forces:R:3
Bi 1.311 0.589 0.508 -0.644 -0.318 -0.357
I 1.874 -1.514 -3.252 0.646 -1.001 0.093
Cl 0.641 2.772 1.414 0.427 -0.647 -0.554
P 3.934 1.114 -0.289 0.998 1.052 0.497
O -0.922 -0.034 0.097 0.061 0.209 -0.294
O -1.916 -1.838 -4.417 2.200 0.022 0.613
N -2.437 0.262 1.745 0.588 0.261 -0.698
C -3.690 0.003 2.458 -0.478 -0.209 0.012
C 0.952 0.887 -2.074 -0.782 1.101 -0.491
C 4.166 2.904 -0.038 -0.064 0.109 -0.135
C -3.959 -1.495 2.630 -0.196 0.074 0.177
C 5.126 0.407 0.895 -0.265 -0.415 0.135
C -3.524 -2.268 0.225 -0.377 -0.159 0.054
C -3.113 -0.899 -0.316 0.197 0.164 -0.321
C -4.521 -2.161 1.382 0.083 -0.447 -0.079
C -2.099 -0.197 0.536 -0.310 0.337 0.775
C -0.824 -1.807 -4.106 -2.437 -0.027 -0.677
C 4.676 0.769 -1.899 -0.352 -0.260 -0.515
H -3.628 0.475 3.446 0.137 0.027 -0.411
H -3.040 -2.009 2.947 -0.131 0.166 -0.007
H -2.643 -2.849 0.547 -0.222 0.166 -0.224
H -1.808 0.967 2.123 -0.069 -0.391 0.111
H -3.999 -0.251 -0.410 0.164 -0.149 0.105
H -4.520 0.466 1.900 0.161 -0.030 0.278
H -2.678 -0.986 -1.320 -0.027 0.004 0.290
H 3.845 3.439 -0.942 0.070 -0.027 0.278
H 5.232 3.102 0.149 -0.343 0.033 -0.077
H 6.129 0.790 0.656 -0.301 -0.096 0.078
H 1.741 1.108 -2.803 -0.437 -0.121 0.463
H 4.192 1.389 -2.665 0.232 -0.100 0.150
H 0.533 1.853 -1.739 0.219 -0.015 0.763
H 4.860 0.691 1.923 0.122 -0.073 -0.256
H 5.756 0.983 -1.871 -0.407 -0.082 0.005
H -4.013 -2.805 -0.598 0.242 0.022 0.220
H -4.807 -3.182 1.650 -0.161 0.139 -0.044
H -5.427 -1.639 1.035 0.209 -0.141 0.149
H 3.562 3.250 0.813 0.266 -0.029 -0.222
H 5.123 -0.688 0.813 0.113 0.249 0.109
H 0.095 0.309 -2.432 0.410 0.231 0.123
H 4.502 -0.285 -2.167 0.284 0.267 0.076
H -4.682 -1.619 3.448 0.175 0.104 -0.193
```
Forces are in eV/Å.

Total charge: +2
DFT total energy (hartree): -1951.36494
Energy above the lowest of the compared OMol25 structures with the same formula, charge and spin (kJ/mol): 178.6

***

C4H5BrO in the gas phase at a distorted geometry. Source: the Open Molecules 2025 dataset; level of theory: wB97M-V/def2-TZVPD.

```
11
Properties=species:S:1:pos:R:3:forces:R:3
Br -2.694 0.249 0.021 1.193 -0.008 -0.407
O 0.053 -1.533 0.421 0.203 -2.156 -0.397
C 1.006 -0.523 0.350 -3.230 2.255 -0.366
C -0.731 0.505 -0.466 -0.573 -2.566 0.137
C 0.115 -0.824 -0.788 -0.318 1.248 -1.707
C 0.176 0.723 0.766 0.286 -1.845 -1.507
H -0.222 0.560 1.725 -0.923 0.014 1.051
H 0.425 -1.237 -1.861 -1.078 0.479 2.730
H 2.004 -0.683 0.445 2.677 -0.748 0.402
H 0.664 1.618 0.711 1.372 2.457 -0.032
H -0.796 1.145 -1.323 0.390 0.871 0.096
```
Forces are in eV/Å.

DFT total energy (hartree): -2804.56453
Energy above the lowest of the compared OMol25 structures with the same formula, charge and spin (kJ/mol): 184.4

***

A molecular structure, C51H48BaN4O8S at a distorted geometry. Source: the Open Molecules 2025 dataset; level of theory: wB97M-V/def2-TZVPD.

```
113
Properties=species:S:1:pos:R:3:forces:R:3
Ba 0.843 0.551 -1.204 0.032 1.023 -0.306
S -0.751 4.077 -2.163 -0.394 -0.032 -0.030
O 2.002 -1.162 3.087 0.074 0.012 -0.009
O 1.542 2.149 0.985 0.097 -0.036 0.014
O -0.158 4.026 -0.842 0.061 -0.199 -0.017
O 1.784 -1.697 -0.524 0.111 -0.240 0.079
O -0.940 -0.475 -0.074 -0.955 -0.458 0.653
O -0.369 5.211 -2.983 -0.042 -0.113 -0.011
O 0.003 -2.205 2.982 -0.157 -0.190 -0.121
O 4.852 1.824 -3.605 0.237 0.033 -0.096
N -0.218 0.190 -3.850 0.068 -0.223 0.147
N 2.783 1.102 -2.659 0.639 0.071 -0.653
N -0.615 2.650 -2.825 0.208 0.485 0.741
N 1.238 3.380 2.849 0.019 -0.041 -0.033
C 2.600 -4.212 0.244 -0.053 0.226 0.104
C -0.388 -1.425 -5.604 -0.022 0.031 -0.033
C 3.875 -5.691 1.652 0.025 -0.163 -0.029
C 0.435 -0.730 4.856 0.060 -0.094 -0.166
C 3.806 1.459 -3.127 0.442 0.185 -0.233
C -1.082 -2.915 -1.324 0.015 0.028 0.099
C -1.344 0.758 -5.907 0.041 0.064 0.107
C 1.555 -1.009 1.712 -0.239 -0.018 0.153
C -2.378 -1.501 1.497 -0.137 -0.121 0.041
C -1.080 -0.545 -6.384 0.058 -0.034 0.099
C -2.516 4.304 -1.836 0.259 -0.186 -0.039
C -0.877 1.088 -4.607 -0.224 0.162 -0.401
C 4.219 -4.614 2.453 0.056 0.050 0.097
C 0.990 -1.772 3.873 0.019 -0.005 0.384
C 3.771 -0.912 0.547 0.142 0.236 -0.103
C 2.454 -1.717 0.656 -0.181 -0.251 0.010
C 1.536 -2.982 4.621 -0.090 0.144 -0.150
C -2.224 2.969 -6.165 -0.011 -0.146 -0.118
C 0.875 2.942 1.621 -0.129 0.061 0.288
C -4.587 3.436 -0.995 -0.002 0.031 0.013
C -0.903 -5.314 -1.342 0.009 -0.112 -0.096
C -3.133 5.509 -2.099 0.115 0.161 -0.110
C -6.677 4.838 -0.920 -0.026 -0.022 0.036
C -1.081 2.415 -4.075 -0.375 0.170 -0.622
C -3.246 3.258 -1.285 0.079 -0.011 -0.010
C 2.911 -3.131 1.060 0.075 -0.060 0.083
C -2.034 1.716 -6.681 -0.076 0.101 -0.066
C 4.268 -0.065 1.532 0.054 -0.071 0.010
C 3.748 -3.345 2.154 0.003 -0.106 0.015
C -0.699 -5.291 0.026 0.131 -0.073 0.111
C 6.115 0.560 0.122 0.096 0.049 -0.037
C -1.090 -4.114 -2.015 -0.031 0.013 -0.121
C 5.432 0.663 1.321 0.045 0.073 0.079
C -3.218 -2.591 1.688 0.018 0.052 0.072
C -0.671 -4.087 0.716 0.033 0.030 -0.035
C -4.479 5.682 -1.805 -0.025 0.004 0.020
C -2.832 -0.255 1.932 0.056 0.045 -0.055
C -4.057 -0.109 2.558 -0.042 0.075 0.031
C 0.542 4.503 3.440 -0.049 0.079 -0.055
C 4.471 -1.008 -0.654 -0.095 0.006 -0.003
C -4.456 -2.448 2.304 -0.063 -0.105 0.008
C -0.866 -2.880 0.050 -0.053 -0.099 0.056
C 3.070 -5.481 0.541 -0.027 -0.148 -0.050
C 5.628 -0.283 -0.868 0.057 0.009 -0.042
C -0.998 -1.537 0.774 -0.092 -0.066 0.026
C 0.028 -1.001 -4.325 0.008 -0.078 -0.063
C 0.040 -1.274 1.896 0.100 0.203 0.160
C -5.222 4.652 -1.249 -0.014 -0.078 -0.002
C 2.508 2.916 3.380 0.029 -0.088 -0.069
C -1.756 3.323 -4.895 0.113 -0.144 0.133
C -4.881 -1.211 2.751 -0.088 0.059 0.053
H -0.497 -4.084 1.782 0.020 -0.001 0.061
H 1.842 -3.740 3.905 0.025 -0.041 -0.026
H -2.744 3.722 -6.748 0.003 -0.021 -0.017
H -5.151 2.615 -0.570 -0.029 -0.043 0.023
H -1.249 -4.114 -3.087 -0.003 0.011 -0.024
H 4.865 -4.760 3.313 -0.005 0.002 -0.007
H -0.536 4.339 3.400 0.012 0.042 -0.026
H -4.380 0.874 2.884 0.001 0.003 -0.004
H -0.909 -6.255 -1.883 -0.005 0.035 0.019
H 5.793 1.331 2.098 0.001 -0.006 -0.015
H 0.770 5.442 2.925 -0.002 0.016 0.075
H 2.651 3.321 4.380 -0.025 0.012 0.005
H 4.037 -2.505 2.767 0.031 0.025 0.047
H -5.091 -3.318 2.429 0.000 0.001 0.002
H 0.586 -1.675 -3.684 0.023 -0.071 0.064
H 0.765 -3.389 5.275 -0.029 0.000 0.008
H 3.749 0.032 2.475 -0.009 0.020 0.020
H -6.831 4.877 0.161 -0.020 0.001 0.004
H -1.242 -1.975 -1.830 -0.013 0.066 -0.047
H -5.849 -1.100 3.230 0.026 0.004 -0.008
H 6.127 -0.330 -1.828 -0.016 -0.004 -0.007
H -0.530 -6.217 0.564 -0.003 -0.011 0.014
H -0.327 -0.311 2.291 0.069 -0.095 -0.074
H 3.340 3.215 2.738 0.011 -0.005 0.019
H -0.357 -1.167 5.464 -0.034 -0.039 0.016
H 1.648 0.053 1.474 0.058 -0.085 0.122
H 1.993 -4.008 -0.625 -0.135 0.011 -0.101
H -2.388 1.445 -7.668 -0.007 0.009 -0.022
H -2.759 2.310 -1.094 0.007 -0.077 0.017
H 4.046 -1.620 -1.439 -0.012 -0.014 -0.010
H 2.396 -2.690 5.223 0.037 0.020 0.019
H -7.060 5.765 -1.347 -0.017 0.020 -0.002
H -2.549 6.305 -2.542 0.013 0.024 -0.017
H -4.958 6.630 -2.018 -0.017 0.040 -0.011
H 4.248 -6.683 1.882 -0.018 0.002 -0.014
H -0.072 3.350 1.250 0.016 0.031 -0.034
H 7.003 1.155 -0.059 -0.005 -0.008 0.010
H -2.916 -3.568 1.346 0.008 -0.081 -0.032
H 2.806 -6.313 -0.103 0.005 -0.003 0.004
H -7.277 4.013 -1.305 -0.022 -0.017 -0.003
H -1.427 -0.820 -7.374 0.005 -0.009 0.000
H 2.505 1.825 3.429 0.039 0.031 -0.007
H -2.214 0.610 1.729 0.010 0.019 -0.018
H 0.032 0.124 4.314 -0.020 0.045 -0.011
H 0.831 4.601 4.485 -0.022 -0.047 -0.005
H -0.156 -2.426 -5.941 0.007 -0.026 -0.006
H -1.895 4.339 -4.564 0.004 0.039 0.048
H 1.236 -0.379 5.508 0.046 0.014 0.019
```
Forces are in eV/Å.

Total charge: -2
DFT total energy (hartree): -3217.06647
Energy above the lowest of the compared OMol25 structures with the same formula, charge and spin (kJ/mol): 0.0